Below is a molecular structure, C17H42NNaO2PSi2, with properties calculated with ωB97M-V/def2-TZVPD.

- HOMO level (eV) = -11.385
- net charge = +1
- energy (hartree) = -1960.58580
- 2S+1 = 1
- Kohn-Sham gap (eV) = 7.556

Positions of all 66 atoms, in Å:
P -3.91968 0.76161 -1.91768
Si -0.29021 1.28152 -2.59911
Si -2.68146 0.11374 -3.67934
Na -1.77560 3.65543 0.73313
O -1.28008 1.00588 -3.90206
O -5.21350 -0.27490 -2.07033
N -3.09543 0.23762 -0.49153
C -3.24847 1.32171 1.51560
C 1.71356 -1.73189 -2.72943
C 1.63700 0.61422 1.17298
C 1.53598 -0.70035 -1.62149
C 3.25568 -3.04209 -1.27877
C 3.14350 0.49316 1.33925
C 0.08172 -0.20361 -1.52956
C -4.34347 0.50875 2.18896
C 3.06055 -2.43076 -2.65385
C 3.97804 -2.11419 -0.28181
C -2.32797 2.02104 2.50739
C 3.27787 -2.06990 1.07171
C -0.96057 2.69929 -1.51826
C -1.49219 1.07089 3.35438
C -0.45202 0.30062 2.53881
C 0.89567 0.99547 2.47163
C 3.66609 -0.84264 1.87726
H -0.56357 -1.06125 -1.69824
H -0.96910 1.66855 4.09087
H -3.72726 2.07742 0.89781
H -2.31275 -1.32308 -3.65585
H 3.76588 -3.99317 -1.31536
H -1.68987 2.69955 1.93672
H 3.83958 -1.72276 -2.91740
H -5.12245 0.30011 1.46430
H 2.20447 -2.17596 0.95868
H 0.99109 1.78246 -3.13479
H -3.98838 -0.44684 2.55162
H 2.24930 0.10989 -1.72398
H 1.56060 -1.24709 -3.69298
H -3.54263 0.31996 -4.85385
H 3.60021 -2.93703 1.64176
H -0.39108 3.59375 -1.74715
H -2.01147 2.91215 -1.69793
H -3.68796 0.42642 0.30997
H -0.81539 0.20110 1.52034
H 4.74896 -0.77982 1.86904
H -2.14911 0.37452 3.85600
H -4.99051 -1.10801 -1.61611
H 1.52037 0.70439 3.31003
H -2.68532 0.65989 0.86442
H -0.35939 -0.70948 2.91692
H 3.44051 1.26938 2.03788
H -0.74090 2.40914 -0.49254
H 1.71010 -1.22665 -0.69550
H 1.45772 1.41661 0.46042
H -4.81586 1.05499 2.99531
H 3.91937 -1.10428 -0.66573
H -2.81087 -0.73791 -0.48494
H 1.19327 -0.30205 0.80768
H 3.05254 -3.21041 -3.40669
H 0.91304 -2.45732 -2.62540
H 2.26310 -3.25114 -0.88599
H 3.36285 -0.94249 2.91454
H 5.00741 -2.42834 -0.18238
H -2.94341 2.61242 3.17922
H 0.78307 2.07560 2.49775
H 3.66497 0.72217 0.41467
H -0.09612 0.10398 -0.50101

From a Löwdin analysis of the wavefunction, the atomic charges in e read: P 0.6856; Si 0.4861; Si 0.4316; Na 0.6358; O -0.4234; O -0.3684; N -0.2591; C -0.3378; C -0.2058; C -0.2179; C -0.2739; C -0.1950; C -0.1938; C -0.2674; C -0.0529; C -0.1977; C -0.1921; C -0.2049; C -0.2161; C -0.1860; C -0.1654; C -0.1838; C -0.1773; C -0.1908; H 0.0665; H 0.1185; H 0.1147; H -0.0336; H 0.1099; H 0.0287; H 0.1169; H 0.0854; H 0.0937; H 0.0316; H 0.0942; H 0.1092; H 0.1168; H -0.0363; H 0.1172; H 0.0430; H 0.0162; H -0.0476; H 0.0838; H 0.1165; H 0.1132; H 0.0512; H 0.1166; H 0.0135; H 0.1263; H 0.1119; H -0.0085; H 0.0577; H 0.1068; H 0.0947; H 0.0834; H 0.0787; H 0.0640; H 0.1096; H 0.1144; H 0.1037; H 0.1071; H 0.1195; H 0.1276; H 0.1076; H 0.1022; H 0.0239



Below is 7 unconnected molecules or ions with the total composition C17H42O13S4, with properties calculated with ωB97M-V/def2-TZVPD.

- energy above the lowest of the compared OMol25 structures with the same formula, charge and spin (kJ/mol) = 0.0
- HOMO level (eV) = -8.884
- net charge = 0
- energy (hartree) = -3243.63274
- 2S+1 = 1
- Kohn-Sham gap (eV) = 9.053

Positions of all 76 atoms, in Å:
S -4.33291 -0.18748 2.38301
S -0.46524 2.74509 0.60190
S 2.83548 6.62833 -0.57091
S -1.70059 -0.53643 -5.12247
O -0.04134 -4.36309 -0.50370
O 4.19896 -0.70097 -3.70969
O -0.55625 -2.29150 -0.06931
O -2.88563 -0.05251 2.70179
O -0.82739 1.75561 -0.46841
O 2.33409 -1.91860 -3.49581
O 2.33741 6.77802 -1.97345
O 2.43685 -1.92990 3.64132
O 2.54455 0.01392 -2.47244
O 2.71399 -4.06919 3.55008
O -1.70500 -3.97602 0.89169
O 0.66729 -3.22872 3.23965
O -0.27092 -1.03076 -5.10842
C -1.50114 2.26326 2.02649
C -5.02727 -1.34373 3.62712
C -0.86222 -3.57401 0.16456
C 0.93548 -3.79950 -1.36977
C 3.11660 -0.89345 -3.25813
C -1.29143 -1.25423 0.49316
C 1.11029 2.10035 1.22801
C 2.56586 4.92935 0.04163
C 1.61755 -0.76725 3.57897
C 2.88726 -3.03852 -4.18216
C 1.83688 -3.10112 3.47606
C 1.62122 7.45886 0.48409
C -5.26345 1.29329 2.90293
C 2.31229 -5.37430 3.13266
C -1.81770 0.16025 -3.44265
C -1.60532 1.09362 -5.98573
C 1.33786 -0.31447 -1.78548
H 1.10380 1.05214 0.92458
H -0.53948 1.30630 -6.04778
H -1.21100 1.05480 -3.29647
H 0.62222 -0.84601 -2.40830
H -2.23017 -1.54858 0.97103
H 1.36439 -4.62673 -1.92660
H -5.00612 -2.32852 3.16941
H -2.38188 2.89961 2.03923
H 2.95098 4.23450 -0.70040
H 3.17346 -6.02093 3.24564
H 2.22137 -3.89625 -4.16806
H 3.07457 -2.69607 -5.19962
H -1.74622 -0.54910 -0.21419
H 1.97387 -5.32437 2.09694
H 2.14843 0.08023 3.15610
H 1.33704 -0.50595 4.60028
H 0.62203 7.09876 0.24539
H -2.12291 1.84742 -5.40176
H 1.67002 -3.24321 -0.78903
H 1.87618 7.22240 1.51830
H -1.57998 -0.55951 -2.66605
H 0.74315 -1.03187 2.98487
H 0.51356 -3.10816 -2.09994
H 1.97472 2.49851 0.69711
H 1.25057 2.30879 2.28636
H -4.44819 -1.29851 4.54611
H 1.75971 8.51748 0.28915
H 1.47705 4.81036 0.07925
H -6.32696 1.14862 2.74338
H -4.99287 1.39454 3.95474
H 1.47454 -5.68851 3.75615
H 2.93511 4.75801 1.04972
H 0.89061 0.56372 -1.33237
H -4.86443 2.11255 2.31025
H 3.81191 -3.37320 -3.70850
H -1.96165 0.90750 -6.99657
H -2.83142 0.54246 -3.26266
H -0.93395 2.27992 2.95625
H -6.05762 -1.03742 3.80607
H -1.80985 1.22573 1.88680
H -0.76031 -0.65293 1.22746
H 1.57961 -1.00269 -0.96881

From a Löwdin analysis of the wavefunction, the atomic charges in e read: S 0.8483; S 0.8543; S 0.8066; S 0.8574; O 0.0226; O 0.1483; O -0.0215; O -0.5710; O -0.5736; O -0.0394; O -0.5495; O 0.0131; O 0.0278; O 0.0127; O 0.1595; O 0.1290; O -0.5849; C -0.2428; C -0.2278; C -0.6218; C -0.0438; C -0.6479; C -0.0730; C -0.2548; C -0.2811; C -0.0270; C -0.0208; C -0.6395; C -0.2651; C -0.2467; C -0.0149; C -0.2802; C -0.2393; C -0.0409; H 0.0396; H 0.0549; H 0.0550; H 0.0665; H 0.0687; H 0.0948; H 0.0475; H 0.0405; H 0.0572; H 0.0941; H 0.0865; H 0.1053; H 0.0836; H 0.0968; H 0.0786; H 0.1019; H 0.0558; H 0.0436; H 0.0957; H 0.0497; H 0.0294; H 0.0786; H 0.0866; H 0.0280; H 0.0534; H 0.0611; H 0.0451; H 0.0136; H 0.0533; H 0.0580; H 0.1003; H 0.0560; H 0.0597; H 0.0388; H 0.1023; H 0.0372; H 0.0549; H 0.0559; H 0.0440; H -0.0009; H 0.0701; H 0.0857



Below is a molecular structure, C17H43AsF6MgN2O13, with properties calculated with ωB97M-V/def2-TZVPD.

- energy above the lowest of the compared OMol25 structures with the same formula, charge and spin (kJ/mol) = 126.0
- HOMO level (eV) = -8.374
- net charge = 0
- energy (hartree) = -4795.96964
- 2S+1 = 1
- Kohn-Sham gap (eV) = 8.071

Positions of all 83 atoms, in Å:
As -2.13564 -0.33835 -1.35180
Mg 0.82209 -1.49350 0.63099
F -3.03571 -0.26514 0.20112
F -1.64033 1.41363 -1.08072
F -0.59376 -0.87562 -0.49533
F -1.18033 -0.45007 -2.91256
F -2.41391 -2.08188 -1.41744
F -3.54832 0.13944 -2.37611
O 2.07675 1.90288 -0.66927
O -1.02813 -3.04809 -6.32409
O 1.76886 -2.10774 -0.95669
O 1.89547 0.20320 0.52626
O -3.05296 -1.28559 5.18953
O -4.87183 1.55553 3.43903
O 1.45768 4.02171 -2.71281
O 3.74592 0.72058 -0.42463
O 2.22446 -2.46124 1.60607
O -0.23220 -0.89934 2.05238
O -0.15874 -1.13898 -5.60255
O -0.20863 -3.10229 0.64199
O 3.60559 5.38910 -1.95631
N -1.07236 -1.84790 -6.06308
N 2.55954 0.92526 -0.18813
C 2.88094 -2.92396 -0.55247
C 2.59833 6.00239 -2.74050
C 3.39833 -2.63712 0.84817
C 0.65903 3.04288 -3.23645
C -2.00988 -1.15110 6.18440
C 2.35040 -2.20093 2.99427
C -3.58423 0.01150 4.95914
C -1.22981 -1.88798 2.41484
C 4.97944 5.69718 -2.33056
C -0.51887 -4.13011 -0.17332
C -0.49122 0.33913 2.67822
C -0.78148 -3.28248 1.93079
C -2.35581 -1.09397 -6.17227
C -3.99872 2.18597 2.57407
C 1.74273 -1.95623 -2.31855
C -4.54999 0.15803 3.72535
C 1.89485 5.03483 -3.64771
H -2.02605 -0.16915 -6.64562
H -1.41897 -1.86315 3.48801
H 2.55274 -1.28029 -2.59257
H 0.78358 -1.50955 -2.58050
H 0.25032 2.46024 -2.41086
H 1.19715 5.56974 -4.29206
H -2.66909 -1.06062 -5.12879
H -1.29167 -0.34414 6.03915
H -1.50277 -4.39880 -0.55782
H 2.68952 4.72445 -4.32614
H 2.98343 6.89508 -3.23335
H -0.14291 -5.12448 0.06748
H 1.84653 -2.90207 -2.85026
H 2.28297 -1.11708 3.08814
H -1.21004 0.94895 2.13094
H -4.10838 -0.46409 2.94685
H 3.33772 -2.40291 3.40963
H 3.78493 -3.57719 1.24177
H 5.10446 6.76601 -2.50395
H -0.66217 0.21658 3.74774
H 5.23758 5.19634 -3.26363
H -2.95475 -1.68434 -6.86569
H -2.88803 0.84095 4.83493
H -4.49029 2.11877 1.60354
H -3.04034 1.66797 2.53816
H 0.00469 3.40009 -4.03164
H -4.06575 0.18395 5.92169
H -5.47715 -0.39394 3.87968
H -2.17388 -1.64297 1.92821
H -2.37429 -0.95147 7.19210
H 2.86352 -4.00092 -0.71965
H 0.42379 0.92751 2.61002
H -0.08107 -3.87463 -1.13829
H 3.73490 -2.57271 -1.13167
H 4.11378 -1.81748 0.91473
H 5.73156 5.54272 -1.55690
H 1.83373 6.46215 -2.11431
H -0.11568 -3.70056 2.68579
H -1.43374 -2.07569 6.14841
H -1.68193 -3.89625 1.95505
H 1.57553 -2.66474 3.60464
H 1.21856 2.28727 -3.78790
H -3.70964 3.19682 2.86168

From a Löwdin analysis of the wavefunction, the atomic charges in e read: As 1.0314; Mg 0.5010; F -0.2642; F -0.2677; F -0.2568; F -0.2837; F -0.2482; F -0.2752; O 0.0758; O 0.0498; O -0.2410; O -0.0546; O -0.1924; O -0.1680; O -0.1622; O 0.0082; O -0.2432; O -0.2445; O 0.0248; O -0.2073; O -0.1662; N -0.4321; N -0.6160; C -0.1266; C -0.2407; C -0.1299; C -0.1486; C -0.1067; C -0.0289; C -0.2081; C -0.1011; C -0.0821; C -0.1152; C -0.0232; C -0.1090; C 0.0523; C -0.1240; C -0.0605; C -0.1413; C -0.1870; H 0.1019; H 0.1175; H 0.1188; H 0.0857; H 0.0657; H 0.1238; H 0.0950; H 0.0754; H 0.1087; H 0.1200; H 0.1146; H 0.1109; H 0.1118; H 0.1044; H 0.0958; H 0.1031; H 0.1094; H 0.1421; H 0.0694; H 0.0928; H 0.0817; H 0.0941; H 0.1111; H 0.0995; H 0.0502; H 0.0852; H 0.1217; H 0.1204; H 0.1212; H 0.0882; H 0.1439; H 0.1064; H 0.1049; H 0.1387; H 0.1440; H 0.0807; H 0.1209; H 0.1271; H 0.0849; H 0.1502; H 0.0970; H 0.0812; H 0.0934



Below is 7 unconnected molecules or ions with the total composition C17H43Cl2N3O6, with properties calculated with ωB97M-V/def2-TZVPD.

- HOMO level (spin up / spin down) (eV) = -11.285 / -11.285
- net charge = +1
- energy (hartree) = -2209.28978
- 2S+1 = 2
- Kohn-Sham gap (spin up / spin down) (eV) = 7.314 / 2.484

Positions of all 71 atoms, in Å:
Cl 1.65926 4.33776 2.75075
Cl -1.75724 4.33325 2.11998
O -3.16549 -1.52106 -1.49905
O 1.42518 0.87734 -6.40643
O 3.23882 -0.97001 3.85304
O 3.08424 -0.69993 0.30166
O -1.59382 -4.08663 0.14317
O -0.99267 0.12331 -1.33323
N 0.63292 1.14142 -0.32362
N 3.89014 -2.56098 0.80330
N 3.18356 0.93999 2.72324
C 0.46428 0.96311 -5.35602
C -4.18605 -0.68778 -0.85476
C -0.90676 4.90289 3.57842
C -1.61001 -3.78184 2.49331
C 0.16726 -2.87689 0.92988
C 0.44673 -0.29879 -4.36705
C 0.32404 3.99642 3.97439
C -1.26953 -3.17655 1.15443
C -5.19427 -0.24854 -1.92606
C 0.86612 2.27292 -4.68722
C -0.51207 1.20422 -0.90731
C 3.56272 -1.91648 -1.58107
C 3.31831 0.30753 3.87030
C 3.57207 1.08342 5.08793
C 3.49699 -1.70614 -0.13225
C -4.75979 -1.72530 0.23228
C -1.21447 2.56273 -1.09887
H 0.73231 -2.49804 1.78151
H 1.71024 -0.03908 -6.38379
H -3.83037 0.20943 -0.34820
H -5.67142 -1.50730 0.78860
H 3.01737 0.37695 1.90138
H -2.61359 -4.20141 2.42329
H -5.86135 0.57722 -1.67864
H 3.28520 1.94041 2.62882
H -1.04219 3.18142 -0.21816
H 1.10828 2.01280 -0.13698
H 2.85398 -2.66690 -1.93132
H -0.20799 -0.14794 -3.50874
H 1.23676 0.33223 -0.34966
H -1.79156 -2.22042 1.11674
H -2.31248 -1.14500 -1.26980
H -0.50244 1.04231 -5.85331
H -5.03925 -2.62333 -0.31867
H 0.54305 2.29613 -3.64645
H 3.32695 2.12608 4.88579
H 3.39167 -0.99255 -2.13351
H -4.64493 0.17861 -2.76502
H -2.12115 -3.68874 -0.55340
H -1.65245 4.95053 4.37200
H -4.05647 -1.90087 1.04629
H -2.29089 2.42174 -1.19647
H 4.52527 0.95463 5.60069
H -0.93162 3.13882 -1.97990
H 2.78886 0.81638 5.79743
H -0.98364 -4.64970 2.69967
H 0.58477 3.18426 -5.21486
H 0.37937 -2.17101 0.12687
H 0.72036 4.23187 4.96211
H -0.04829 2.97234 3.94697
H 1.46996 -0.45302 -4.02453
H 4.54363 -2.18142 -1.97569
H 0.81072 -3.67739 0.56481
H 3.93922 -2.21804 1.75203
H 1.94117 2.20574 -4.52028
H -5.80385 -1.10124 -2.22512
H -0.56734 5.91243 3.34662
H 0.16028 -1.18495 -4.93339
H 4.22364 -3.47763 0.54130
H -1.49026 -3.10571 3.33985

From a Löwdin analysis of the wavefunction, the atomic charges in e read: Cl 0.4958; Cl 0.5773; O -0.0912; O -0.0628; O 0.3247; O 0.0232; O -0.0228; O -0.0240; N 0.1903; N 0.1983; N 0.2822; C -0.4458; C -0.4080; C -0.6421; C -0.0511; C -0.0763; C -0.0201; C -0.5636; C -0.5284; C -0.0598; C -0.0565; C -0.5478; C 0.0250; C -0.3985; C 0.0622; C -0.6381; C -0.0444; C 0.0165; H 0.0646; H 0.0756; H 0.1166; H 0.0633; H 0.0877; H 0.0850; H 0.0724; H 0.1085; H 0.0131; H 0.1102; H 0.1046; H 0.0496; H 0.0834; H 0.1203; H 0.0172; H 0.1274; H 0.0758; H 0.0433; H 0.1014; H 0.0888; H 0.0745; H 0.0853; H 0.0729; H 0.0492; H 0.0842; H 0.1257; H 0.0778; H 0.1192; H 0.0813; H 0.0849; H 0.0589; H 0.0666; H 0.0618; H 0.0590; H 0.0970; H 0.0811; H 0.0982; H 0.0795; H 0.0790; H 0.0594; H 0.0757; H 0.1280; H 0.0777



Number 1: largest force on an atom 5.6 eV Å⁻¹. Number 2: largest force on an atom 2.8 eV Å⁻¹. Number 3: largest force on an atom 5.1 eV Å⁻¹. Number 4: largest force on an atom 7.4 eV Å⁻¹.